DFT (the ωB97M-V functional and the def2-TZVPD basis) results for 8 unconnected molecules or ions with the total composition C32H73BrCl2NO14P2S7 in a non-equilibrium geometry.

Geometry as XYZ:
```
132
Properties=species:S:1:pos:R:3:forces:R:3
C -0.8439 3.7898 1.3630 0.6 -0.3 -0.2
C -0.9038 3.1015 -0.1100 -0.7 1.1 -0.2
C -1.7815 1.7430 -0.1617 0.0 0.6 -0.5
C -1.0240 0.4159 0.3664 0.8 1.7 -0.6
P -2.1385 -0.2045 1.7968 0.3 -2.3 1.6
C -2.2568 1.1098 3.1737 -0.7 0.8 -0.5
O -3.7629 -0.4118 1.1931 0.9 0.3 0.4
O 0.2406 0.8502 0.9158 -0.9 0.2 -0.8
P 1.5495 -0.3320 0.8906 -2.7 -2.5 0.8
C 2.4234 0.5962 2.3507 -1.2 0.5 1.0
C 2.4443 -0.2340 3.7111 5.5 0.4 1.0
O 3.5654 -0.3571 4.3078 -5.1 0.3 -2.2
Br 0.8756 -1.0554 4.6071 0.7 0.7 -0.8
O 2.4404 0.3320 -0.4103 -0.4 1.0 1.5
C 2.7355 1.7157 -0.3797 2.1 1.7 -1.5
C 2.6472 2.2749 -1.9121 0.2 -1.5 0.4
C 2.5273 -2.0017 1.0968 3.6 -1.5 -0.4
Cl 1.5257 -3.4967 1.5739 1.0 1.9 -0.5
C 3.9034 -2.2048 0.9434 -2.3 0.5 0.6
C 4.9142 -1.0856 0.5010 0.9 -0.9 -1.2
Cl 4.6136 -3.8983 1.2592 -0.3 1.9 -0.4
O 0.7368 -1.2536 -0.3873 -3.4 0.7 -0.1
C -0.5714 -0.7106 -0.7432 0.8 -0.6 0.0
C -1.6983 -1.7964 -1.1088 -0.6 -0.5 1.0
C -1.6739 -3.1083 -0.1708 -0.7 -0.8 -1.4
C -2.8182 -4.1467 -0.7128 0.2 -0.5 0.7
C -4.0904 -4.2609 0.2698 0.1 -0.4 -0.7
O -5.3008 -3.7180 -0.3798 1.5 0.7 0.1
N -0.3147 0.0142 -2.0506 3.5 -2.0 -3.8
C 0.5373 -0.6275 -2.7892 -0.4 -2.5 1.1
O 1.2522 -1.4420 -3.4107 -3.5 4.9 2.6
H -0.5154 2.9971 2.1322 -0.7 1.4 -1.1
H -1.8457 4.2957 1.6490 1.5 -1.1 -0.4
H -0.0570 4.6372 1.3996 -1.1 -1.3 -0.2
H -1.4618 3.8742 -0.7724 0.8 -1.4 1.0
H 0.1415 3.0023 -0.5816 -1.6 -0.2 1.0
H -2.6940 1.9184 0.5326 1.3 -0.2 -1.4
H -2.1642 1.6056 -1.2426 0.6 0.1 1.7
H -2.6827 2.1110 2.7696 0.7 -1.5 1.0
H -2.9758 0.6817 3.9788 1.1 0.6 -1.5
H -1.2562 1.2849 3.6962 -1.4 -0.3 -1.1
H -4.0422 -1.2926 1.5306 0.5 0.9 -0.4
H 0.6084 -1.0475 1.7489 1.0 0.4 0.4
H 1.7630 1.5298 2.5422 0.9 -1.5 -0.2
H 3.4643 0.9745 2.1346 -1.1 -0.7 0.5
H 3.8538 1.8507 -0.0844 -1.8 -0.1 -0.3
H 2.1490 2.4128 0.2952 0.3 -1.3 -0.6
H 1.5570 2.2510 -2.2601 1.5 0.3 0.5
H 3.1682 3.2864 -2.0344 -0.9 -1.4 0.2
H 3.1995 1.4767 -2.5507 -0.8 1.5 0.9
H 4.7268 -0.8509 -0.6209 0.2 -0.2 2.0
H 5.9757 -1.5244 0.5428 -1.6 0.6 0.1
H 4.9454 -0.1132 1.0861 -0.5 -1.4 -0.6
H -2.7325 -1.2786 -1.0044 1.7 -0.7 -0.2
H -1.6489 -2.1733 -2.1972 0.3 0.8 1.6
H -0.6723 -3.6419 -0.3421 -1.4 1.0 0.7
H -1.9110 -2.9042 0.9302 0.8 -0.1 -1.6
H -2.3797 -5.2160 -0.8000 -0.5 1.8 0.1
H -3.1925 -3.8753 -1.7671 0.5 -0.3 1.5
H -4.3171 -5.3722 0.4596 0.3 1.7 -0.1
H -3.9141 -3.7362 1.2737 -0.1 -0.7 -1.3
H -4.9735 -2.9356 -0.8967 -0.6 -1.0 0.8
C 2.6555 -6.5247 -0.5138 0.0 -0.1 0.1
S 1.1648 -5.9785 -1.3716 0.0 0.0 0.1
O -0.0068 -6.6029 -0.6788 0.2 0.0 -0.2
C 1.4644 -6.9178 -2.8831 0.0 -0.1 -0.1
H 2.6606 -6.0839 0.4840 -0.1 0.1 -0.1
H 2.6595 -7.6135 -0.4300 -0.1 0.0 -0.1
H 3.5362 -6.1862 -1.0628 -0.1 0.1 0.0
H 1.5430 -7.9822 -2.6531 0.0 0.1 0.1
H 2.3845 -6.5660 -3.3543 0.0 0.0 0.1
H 0.6263 -6.7556 -3.5628 0.0 0.1 0.1
C 5.7006 -6.1059 -6.6610 -0.1 0.0 -0.1
S 5.8125 -5.7264 -4.8987 -0.2 0.0 0.1
O 4.6506 -6.3816 -4.2251 0.3 0.2 -0.3
C 5.4245 -3.9707 -5.0594 -0.1 0.1 0.0
H 5.8724 -7.1746 -6.7960 0.0 0.1 0.1
H 4.7081 -5.8483 -7.0356 0.0 0.0 0.1
H 6.4644 -5.5459 -7.2036 0.0 0.0 0.1
H 4.4491 -3.8458 -5.5331 0.0 -0.1 0.1
H 6.1973 -3.4795 -5.6537 0.0 -0.1 0.0
H 5.4014 -3.5298 -4.0618 0.0 -0.1 0.0
C 4.2705 3.0390 4.5447 0.0 0.0 0.0
S 3.6936 4.0447 3.1606 0.0 -0.2 -0.1
O 4.0198 3.3069 1.9031 0.2 0.5 0.4
C 4.9234 5.3535 3.3527 0.1 0.1 0.0
H 3.6623 2.1347 4.5929 0.1 0.1 -0.1
H 5.3164 2.7641 4.3953 -0.1 0.0 -0.1
H 4.1581 3.6003 5.4744 0.0 0.0 -0.1
H 5.9288 4.9349 3.2768 -0.1 -0.1 0.0
H 4.7902 5.8397 4.3210 0.0 0.0 0.0
H 4.7751 6.0858 2.5577 -0.1 -0.1 0.0
C -3.8484 3.5484 -4.9498 -0.1 0.1 -0.1
S -2.6120 3.2661 -3.6636 0.0 0.0 0.2
O -2.7619 4.3563 -2.6509 0.0 -0.1 -0.5
C -1.1856 3.6721 -4.6907 0.0 0.1 0.0
H -4.8377 3.3882 -4.5193 0.1 0.0 0.1
H -3.7753 4.5733 -5.3190 0.1 0.0 0.1
H -3.6914 2.8422 -5.7673 0.0 0.0 0.1
H -1.2808 4.6888 -5.0764 0.0 0.0 0.1
H -1.1154 2.9618 -5.5165 0.0 0.0 0.1
H -0.2870 3.6006 -4.0766 -0.1 -0.1 0.0
C -1.3871 4.2802 7.5157 -0.1 0.2 0.0
S -1.5745 2.6956 6.6688 0.1 0.0 -0.4
O -1.2737 2.9221 5.2235 -0.1 0.2 0.8
C -3.3697 2.6034 6.8397 -0.1 0.1 0.0
H -0.3331 4.5600 7.4956 -0.1 -0.1 -0.1
H -1.9753 5.0466 7.0072 0.0 -0.1 0.0
H -1.7149 4.1806 8.5522 0.0 -0.1 0.0
H -3.8343 3.4741 6.3730 0.1 0.0 0.0
H -3.6333 2.5580 7.8981 0.1 0.0 0.0
H -3.7173 1.6972 6.3419 0.1 0.1 0.0
C -7.4821 -4.4832 2.1469 0.0 -0.2 0.0
S -8.9751 -3.5787 1.6855 0.1 0.1 0.2
O -9.6227 -3.1070 2.9484 0.1 -0.3 -0.3
C -9.8968 -5.0212 1.1101 -0.1 -0.1 0.0
H -6.7680 -3.7780 2.5735 -0.1 0.0 -0.1
H -7.7233 -5.2475 2.8885 -0.1 0.1 0.0
H -7.0461 -4.9448 1.2593 0.0 0.2 0.0
H -9.9878 -5.7519 1.9161 0.0 0.1 0.0
H -9.3825 -5.4653 0.2558 0.0 0.1 0.0
H -10.8915 -4.6950 0.8030 0.1 0.1 0.1
C 1.4381 5.8377 -2.4925 0.1 0.0 0.0
S 0.8720 6.8258 -3.8938 0.0 -0.2 0.0
O 1.2083 6.0708 -5.1406 0.0 0.2 0.3
C 2.1004 8.1363 -3.7064 0.1 0.1 0.0
H 0.8295 4.9341 -2.4377 0.0 0.1 0.0
H 2.4851 5.5616 -2.6300 -0.1 0.0 -0.1
H 1.3179 6.4101 -1.5709 -0.1 0.0 -0.1
H 3.1062 7.7166 -3.7686 -0.1 -0.1 0.0
H 1.9588 8.6338 -2.7452 -0.1 -0.1 0.0
H 1.9592 8.8591 -4.5113 -0.1 -0.1 0.0
```
Positions in Å, forces in eV/Å.

total charge = -1
calculated total energy = -9335.27149 hartree
Kohn-Sham gap = 6.33 eV
energy relative to the best compared isomer or geometry (same formula, charge and spin) = 520.5 kJ/mol